# 1
Computed, not measured: FeH10O9P as an isolated structure, with wB97M-V/def2-TZVPD.

The geometry in XYZ format:
```
21
Properties=species:S:1:pos:R:3:lowdin_charge:R:1
O -0.554 -1.626 1.835 -0.041
O 1.424 0.023 -2.942 -0.128
H -2.356 1.078 1.778 0.066
O 1.409 0.656 1.348 -0.452
H -1.567 2.269 -1.029 0.066
H -1.466 -1.226 -1.477 0.090
H -0.410 -2.504 1.483 0.080
P 2.215 -0.067 0.134 -0.017
H -0.157 1.937 -1.469 0.074
O -1.436 0.896 1.968 -0.040
H 2.097 0.655 -2.688 -0.015
O 3.501 -0.930 0.514 -0.510
O 1.123 -0.859 -0.577 -0.425
H -1.336 1.112 2.895 0.084
H 1.037 -0.262 -2.114 -0.076
Fe -0.264 0.011 0.452 0.616
O -0.829 1.691 -0.833 -0.035
H -2.657 -1.051 -0.560 0.077
O -1.707 -0.944 -0.595 -0.047
H -0.944 -1.774 2.697 0.069
O 2.876 0.916 -0.819 -0.434
```

Results
Spin multiplicity ... 5
Net charge ... -1
Frontier orbital gap (spin up / spin down) ... 3.110 / 3.066 eV


# 2
Computed, not measured: a single C24H22FN5O5S molecule, with wB97M-V/def2-TZVPD.

The geometry in XYZ format:
```
58
Properties=species:S:1:pos:R:3:lowdin_charge:R:1
H 3.438 -0.387 2.092 0.119
C 2.395 -0.126 2.040 0.012
C 4.149 -1.713 -0.449 -0.284
H -1.013 2.916 0.544 0.086
H 0.513 5.056 -1.765 0.086
C -3.602 -1.083 0.066 -0.440
C 0.172 2.960 2.291 -0.118
C -0.353 0.536 1.981 0.046
H -3.502 1.690 1.439 0.087
N -2.815 -2.040 -0.551 0.033
C 1.961 1.188 2.206 -0.021
H 0.056 -3.703 2.136 0.145
H 1.130 0.382 -3.457 0.117
C 2.130 -2.192 -1.611 -0.026
O 1.577 -2.422 1.600 0.030
H -0.665 3.060 2.988 0.125
N -3.188 0.233 -0.039 0.017
C 3.213 -2.637 -0.874 0.000
H -1.404 0.771 1.997 0.114
C 0.810 -0.376 -2.736 -0.079
H 4.778 0.330 -0.389 0.124
N -1.497 1.739 -0.894 0.130
O -1.002 -2.782 -1.729 0.052
O 1.629 4.605 0.516 0.058
H 2.839 1.113 -1.707 0.079
N -0.231 0.210 -1.921 0.016
H 0.204 -3.355 0.377 0.126
C -0.408 1.513 -1.623 -0.568
C 0.080 -0.748 1.772 -0.185
H -4.330 -3.470 -0.645 0.098
F 5.211 -2.134 0.266 0.062
C 0.618 1.523 2.187 -0.198
C 2.940 0.065 -1.470 -0.030
C -1.285 -0.462 -1.330 -0.056
H -4.949 0.861 0.821 0.093
C 0.276 -2.926 1.389 -0.139
C -2.046 0.516 -0.713 -0.237
C -1.626 -1.847 -1.255 -0.372
C 0.582 4.106 0.172 -0.578
C 0.068 4.197 -1.264 -0.332
H 0.370 -1.226 -3.261 0.135
C 4.029 -0.364 -0.734 -0.011
H 2.694 1.965 2.358 0.118
H 0.995 3.601 2.613 0.122
C -3.986 1.288 0.547 0.002
C -3.276 -3.409 -0.381 0.001
H -2.678 -4.044 -1.030 0.090
H 1.383 -2.894 -1.949 0.105
O -4.616 -1.380 0.656 0.089
C 1.988 -0.844 -1.915 -0.191
S 0.666 2.749 -2.195 1.038
C 1.435 -1.079 1.808 -0.195
H -1.017 4.215 -1.330 0.080
H 3.337 -3.679 -0.628 0.125
H -3.153 -3.713 0.658 0.103
O -0.659 -1.872 1.518 0.030
N -0.254 3.431 0.985 0.071
H -4.114 2.088 -0.181 0.097
```

Results
SMILES ... Cn1c(=O)c2c(nc(SCC(=O)NCc3ccc4c(c3)OCO4)n2Cc2ccc(F)cc2)n(C)c1=O
Frontier orbital gap ... 8.660 eV


# 3
Computed, not measured: a 2-piece molecular cluster, C2H6N2 overall, with wB97M-V/def2-TZVPD.

The geometry in XYZ format:
```
10
Properties=species:S:1:pos:R:3:lowdin_charge:R:1
H 2.121 -3.309 5.026 0.058
H -2.468 3.435 -4.385 0.058
N 0.552 -3.222 3.675 0.006
C -1.553 2.824 -4.278 -0.161
N -0.675 3.082 -3.411 0.000
H -0.585 4.100 -3.333 0.047
H -1.525 2.107 -5.098 0.056
H 2.463 -2.711 3.288 0.054
H -0.077 -3.260 4.479 0.035
C 1.748 -3.044 4.037 -0.154
```

Results
SMILES ... C=N.C=N
Frontier orbital gap ... 10.519 eV


E_tot for the records above, in order: -2288.331289 -2075.900884 -189.209489 Ha